38
Properties=species:S:1:pos:R:3:forces:R:3:nbo_charge:R:1 method="wB97M-V/def2-TZVPD" total_charge=0 smiles="CC[C@H](C)[C@H](N)C(=O)N[C@@H](CCC(=O)O)C(=O)O" multiplicity=1 e_above_lowest_ev=0.996 e_tot_ev=-24949.919 e_homo_ev=-9.20
O -2.2195 -0.6011 -1.9032 0.2 0.5 -1.1 -0.56
O 1.1020 -1.2850 1.6121 -1.0 1.2 -1.4 -0.64
O -1.5116 2.1168 2.8222 -0.2 -0.2 -0.9 -0.69
O -3.5999 -1.8883 -0.7707 -0.3 -0.5 0.5 -0.66
O -0.9239 2.5684 0.7049 -0.7 -0.8 0.5 -0.59
N 3.0607 0.5006 1.0699 -0.5 0.3 0.2 -0.85
N -0.3226 -0.4647 -0.0533 0.6 -1.4 2.0 -0.65
C -1.5049 -1.2211 0.3183 -0.4 1.0 -0.4 -0.16
C -2.4378 -1.2391 -0.9316 0.5 -0.5 1.6 0.79
C 2.9666 -1.6761 -2.8580 -2.1 -1.0 0.3 -0.61
C -2.3611 -0.5123 1.4171 0.8 -0.8 1.1 -0.38
C -1.6071 1.9122 1.4682 1.0 1.7 0.2 0.80
C 3.1000 -1.0737 -1.4522 0.1 -0.8 1.0 -0.41
C 2.3453 0.2520 -1.2650 -1.1 -0.4 -1.0 -0.19
C 3.0796 1.4569 -1.9223 0.2 -0.6 1.3 -0.62
C -2.6790 0.9536 1.1328 -0.9 -0.9 -0.3 -0.55
C 0.8642 -0.5021 0.6791 0.0 -0.3 -0.1 0.70
C 1.9017 0.5488 0.2120 -0.4 -0.2 -1.5 -0.15
H -1.7774 -0.6074 2.3812 -0.9 0.0 -0.9 0.25
H 1.8732 -2.0810 -2.7886 1.7 0.7 -0.9 0.20
H -3.3026 -1.1033 1.4485 0.5 0.6 0.7 0.19
H -3.0062 1.0168 0.1125 0.4 0.4 -0.8 0.24
H -1.2322 -2.2025 0.7043 0.0 -0.1 -0.3 0.25
H -3.6733 -2.2522 0.1361 0.1 0.1 -0.8 0.49
H 3.3524 1.4466 1.2927 0.0 -0.3 0.3 0.37
H 2.7229 -1.8552 -0.7326 0.2 0.8 -0.5 0.21
H -3.5831 1.2784 1.6415 0.1 -0.1 0.6 0.25
H 1.3138 1.5116 0.1824 0.7 -0.6 0.2 0.21
H 1.3844 0.0681 -1.8286 0.7 0.6 0.2 0.19
H 4.0983 1.6368 -1.5474 -0.4 0.0 1.0 0.21
H 2.4424 2.3277 -1.7764 0.3 0.3 -0.4 0.21
H 3.0322 -0.9215 -3.6565 0.0 -0.4 0.2 0.20
H 3.3881 1.2785 -2.9292 -0.8 -0.1 -1.1 0.22
H -0.4871 0.1545 -0.8075 0.3 0.8 -0.7 0.43
H 2.7339 -0.0181 1.8789 0.6 0.2 0.4 0.39
H -0.9387 2.8948 2.9020 0.2 -0.2 0.2 0.50
H 4.1172 -0.9268 -1.1388 0.7 0.1 0.0 0.21
H 3.5935 -2.5785 -3.1032 -0.3 1.1 0.5 0.22

=====

38
Properties=species:S:1:pos:R:3:forces:R:3:nbo_charge:R:1 method="wB97M-V/def2-TZVPD" total_charge=0 smiles="CC(C)C[C@H](N)C(=O)N[C@@H](CCC(=O)O)C(=O)O" multiplicity=1 e_above_lowest_ev=2.967 e_tot_ev=-24947.948 e_homo_ev=-9.39
O 3.9802 2.2322 -0.8107 1.1 1.0 -0.9 -0.65
O -0.0901 -0.0166 1.8678 2.3 -1.9 -0.5 -0.62
O -1.9149 -2.2354 0.2271 0.0 -1.4 1.4 -0.58
O 1.8007 -1.0570 2.4470 -0.1 -0.5 -0.1 -0.66
O 4.4652 0.2277 -1.5135 1.1 -0.9 -1.4 -0.56
N 0.0206 -1.2098 -0.6574 -0.8 2.8 -2.6 -0.65
N -3.0973 -1.2290 -2.3235 -0.7 2.8 -1.5 -0.84
C 0.7967 -0.8383 1.6085 -2.1 1.3 -0.8 0.78
C 1.0126 -1.5622 0.2726 -0.4 0.0 2.0 -0.17
C 2.5732 0.4060 -0.1033 -1.4 1.0 -0.1 -0.56
C -2.9881 3.0231 0.1888 -2.8 -0.3 -0.2 -0.60
C 2.4382 -1.1446 -0.1012 -2.4 1.0 -5.0 -0.40
C -1.3836 -1.4452 -0.4668 1.2 3.9 -3.3 0.73
C -3.1415 0.5984 -0.6358 -0.4 -1.2 -0.6 -0.42
C -2.2298 -0.4310 -1.4181 0.8 -0.2 -0.8 -0.11
C -2.5628 1.0097 1.7540 -1.1 0.0 -0.7 -0.59
C -2.4851 1.6033 0.3066 0.8 -1.0 1.3 -0.23
C 3.7561 0.9436 -0.9028 -0.8 -1.5 1.9 0.79
H -1.3981 1.6671 0.0257 -0.7 -0.2 0.3 0.19
H 1.5096 -0.4428 3.1055 0.3 0.7 1.9 0.50
H -3.6405 1.0657 2.1208 1.3 0.1 -0.3 0.19
H 2.6795 -1.5692 -1.1060 -0.4 0.5 0.5 0.24
H -3.8156 -0.5094 -2.7008 1.6 -1.6 0.5 0.35
H -2.5413 3.7512 0.8232 0.8 0.4 0.4 0.21
H 3.4040 2.6239 -0.1850 -1.0 0.8 1.0 0.48
H 3.2385 -1.4217 0.4420 2.1 -1.6 2.5 0.24
H -3.6956 -1.9105 -1.9286 -0.2 -0.9 1.2 0.37
H -1.4567 0.0652 -2.1672 -1.5 -0.6 1.7 0.18
H -2.2655 -0.0546 1.7280 -0.3 0.7 0.2 0.23
H -4.1218 3.2245 0.2923 1.5 -0.9 0.2 0.20
H 2.6073 0.5592 0.9875 0.6 1.0 -0.5 0.24
H -3.8415 1.0419 -1.3758 0.8 0.2 0.1 0.20
H 1.7304 1.1184 -0.4620 0.6 -1.7 0.5 0.22
H 0.3645 -0.4264 -1.3329 -1.7 -1.9 1.7 0.41
H -1.8633 1.5479 2.3910 -0.3 -0.1 0.3 0.21
H -3.8443 -0.0892 -0.1100 0.5 0.5 0.2 0.22
H -2.8505 3.2292 -0.8348 0.5 1.0 -1.3 0.20
H 0.6945 -2.5820 0.3979 1.4 -1.2 0.8 0.26

=====

34
Properties=species:S:1:pos:R:3:forces:R:3:nbo_charge:R:1 method="wB97M-V/def2-TZVPD" total_charge=+1 multiplicity=1 e_above_lowest_ev=1.544 e_tot_ev=-23989.842 e_homo_ev="-11.88 / -11.87"
P -0.3499 -1.3319 -1.2189 3.3 1.6 0.4 1.33
N 0.5421 -0.0707 -1.4709 -3.7 -3.0 -0.7 -0.97
N -2.6593 -0.1062 2.0020 -3.0 0.0 1.7 -0.31
C -1.6493 -0.4902 1.1827 2.6 -1.7 -2.6 0.17
C 3.3449 -1.1970 -1.2783 0.4 -1.5 -0.5 -0.41
C 3.9293 -0.6354 -2.5875 -1.6 -2.6 -1.5 -0.61
C -4.4703 0.9694 0.7706 2.0 -0.6 -0.2 -0.61
C -1.7071 -1.0866 -0.0542 -1.8 1.1 0.8 -0.40
C 1.6143 0.6245 -0.9581 1.5 0.2 0.5 -0.23
C -0.8103 0.2545 3.1151 1.0 -0.8 -0.5 -0.27
C 2.7951 -0.1074 -0.3636 0.6 -1.6 -0.1 -0.41
C -0.4112 -0.2618 1.8893 -1.3 1.3 2.8 -0.14
C -4.0949 -0.2092 1.7115 -0.4 2.9 0.3 -0.21
C -2.2214 0.2681 3.1875 2.5 0.3 -2.3 0.17
H 3.5581 0.5744 -0.1113 1.0 1.3 -0.1 0.22
H -2.6892 -1.1101 -0.5719 0.4 -0.2 0.5 0.24
H 3.2617 -1.0271 -3.4823 1.6 1.0 1.5 0.21
H 2.4917 -1.8859 -1.4315 0.4 0.2 -0.4 0.17
H -0.1335 0.5544 3.8807 0.1 0.2 0.5 0.25
H -5.4717 1.0118 0.4360 -1.1 -0.3 -0.2 0.24
H -1.0546 -1.7776 -2.3079 -0.3 0.1 -0.6 -0.02
H -4.2351 1.9016 1.2396 0.0 0.6 0.5 0.22
H 1.3761 1.3284 -0.2070 -1.0 1.1 1.0 0.19
H -4.6960 -0.2407 2.6500 0.7 0.1 -0.7 0.24
H 0.3808 -2.4787 -0.8074 -0.6 -0.1 0.2 -0.05
H 4.1994 -1.8873 -1.0216 -1.2 0.9 1.4 0.22
H 0.6326 -0.3464 1.6987 0.3 -0.4 -1.0 0.26
H -2.7976 0.7205 3.9197 -1.4 0.3 1.3 0.24
H 4.9605 -1.0694 -2.6685 -0.9 1.1 -0.5 0.22
H 2.5917 -0.5038 0.6172 -0.6 -0.6 0.5 0.18
H 1.9046 1.2154 -1.7868 0.9 0.9 -0.8 0.21
H -4.1979 -1.0795 1.1938 -0.7 -2.6 -1.2 0.21
H -3.7932 0.9313 -0.1231 -0.7 0.0 0.6 0.21
H 3.8148 0.4138 -2.5198 0.7 1.2 -0.5 0.20

=====

35
Properties=species:S:1:pos:R:3:forces:R:3:nbo_charge:R:1 method="wB97M-V/def2-TZVPD" total_charge=0 smiles=CCCn1cnnc1CNC1CCCC1 multiplicity=1 e_above_lowest_ev=3.406 e_tot_ev=-17688.133 e_homo_ev=-9.11
N -2.0537 2.8907 -0.2739 0.0 -1.5 1.6 -0.29
N -1.6277 0.7166 -0.4812 -0.1 -1.9 0.0 -0.38
N 0.8416 -0.2113 1.2610 -0.4 1.6 -2.2 -0.65
N -1.4452 2.4430 0.9376 -0.2 -2.3 -1.9 -0.29
C -3.1232 -1.6551 0.7199 0.9 -1.6 2.2 -0.62
C -2.6061 -1.6901 -0.6754 0.0 0.3 -2.4 -0.42
C 2.0400 0.5969 -1.5105 -2.6 -0.5 -0.5 -0.40
C 1.8125 1.4220 -0.1964 1.6 2.0 -1.5 -0.42
C -2.2188 1.8219 -1.0191 0.1 1.0 -1.5 0.14
C 3.1319 -0.4379 0.5449 1.8 0.0 -0.8 -0.42
C 2.0948 0.5715 1.0001 -1.6 -1.2 1.0 -0.06
C 2.9258 -0.5253 -1.0150 1.9 -1.6 -0.7 -0.42
C -1.2160 1.1010 0.7691 0.0 3.3 0.2 0.28
C -0.4169 0.3179 1.7720 -0.6 -1.7 2.8 -0.26
C -1.3982 -0.7410 -0.9953 -1.0 1.7 -0.1 -0.24
H 3.3480 -1.3864 1.1494 -1.2 1.0 -1.0 0.22
H 2.5524 2.2655 -0.2548 -0.7 -0.5 0.3 0.21
H -3.6316 -1.4537 -1.2926 2.9 -0.5 0.7 0.21
H 2.5036 -1.4968 -1.2972 0.2 0.1 0.0 0.21
H -3.7823 -2.6966 0.6990 1.2 3.1 1.0 0.23
H 4.1325 0.0151 0.6236 -0.3 0.4 0.3 0.21
H -3.6561 -0.6287 0.8501 0.6 -2.2 0.3 0.23
H 1.1637 -0.8920 1.8337 0.5 -2.9 2.2 0.35
H 3.9397 -0.4510 -1.5352 -1.2 -0.3 0.7 0.21
H 2.4080 1.1655 -2.4217 -0.1 -0.4 1.5 0.22
H -1.0167 -0.6899 2.1601 1.4 2.7 -1.1 0.21
H -2.1658 -2.6964 -0.9871 -1.0 1.0 0.4 0.21
H -2.7161 1.8834 -2.0363 0.9 -0.4 1.5 0.21
H 2.3863 1.0217 1.9680 0.1 0.6 -0.7 0.19
H 1.0245 0.1269 -1.9378 2.0 1.1 1.2 0.19
H -2.1455 -1.7421 1.5509 -3.3 -0.1 -2.3 0.19
H -0.4556 -0.9191 -0.4453 -0.6 -0.8 -0.3 0.26
H -0.2927 0.8938 2.7882 -0.4 -0.4 -2.1 0.22
H 0.8340 1.8449 -0.1475 -0.5 0.5 0.0 0.23
H -1.1714 -0.7848 -2.1054 -0.3 0.6 1.3 0.22

=====

40
Properties=species:S:1:pos:R:3:forces:R:3:nbo_charge:R:1 method="wB97M-V/def2-TZVPD" total_charge=0 smiles="CNC(=O)[C@H](NC(=O)[C@@H](CC(N)=O)NC(C)=O)[C@@H](C)O" multiplicity=1 e_above_lowest_ev=0.358 e_tot_ev=-27931.287 e_homo_ev=-9.33
O 4.7964 -1.6651 0.0552 -0.7 0.0 -0.2 -0.64
O -2.8083 -0.9758 -0.5716 0.4 0.5 0.6 -0.68
O 0.8662 1.8573 1.5349 0.8 0.6 -0.2 -0.64
O -2.1786 -1.4063 2.0857 0.9 -1.7 0.2 -0.73
O 0.5399 0.6850 -2.0590 0.2 0.0 -0.3 -0.65
N 5.4724 0.1604 1.0623 -0.1 1.4 0.9 -0.79
N 2.0498 -0.5273 -0.9796 1.1 -0.6 1.3 -0.63
N -0.2012 0.1601 0.6245 -1.1 -1.8 -0.7 -0.59
N -2.7198 1.1443 -1.2186 0.1 2.3 -0.4 -0.57
C -1.5773 0.5944 0.8493 0.3 -0.2 1.2 -0.16
C 0.8958 0.8667 0.8283 0.4 0.5 0.4 0.69
C -3.6035 0.4120 2.3923 0.8 0.5 1.3 -0.64
C 4.5058 -0.6751 0.7218 -0.2 -1.8 -1.1 0.66
C -3.3773 0.9516 -2.5034 -0.8 -1.0 0.3 -0.41
C 0.8908 -1.5364 -2.8603 0.0 1.1 -0.6 -0.71
C 3.0925 -0.4018 1.1815 -0.3 0.4 0.2 -0.50
C 1.1822 -0.3558 -1.9573 -2.5 0.9 -1.0 0.68
C -2.4436 0.1896 -0.3525 0.2 -1.2 -0.4 0.68
C -2.1515 -0.0316 2.1420 -1.9 0.3 -0.6 0.10
C 2.2222 0.3688 0.1578 0.4 0.0 0.0 -0.11
H -3.2772 1.8660 -3.0561 0.0 0.4 -0.3 0.21
H -4.4605 0.6939 -2.3866 0.8 0.3 0.0 0.21
H 6.3732 0.0123 0.6660 0.5 0.0 -0.1 0.41
H -1.5540 1.6690 1.0347 0.0 0.1 -0.4 0.24
H -2.3977 2.1012 -0.9998 -0.2 -1.1 -0.3 0.41
H -4.2901 0.0311 1.6554 -0.2 0.0 -0.4 0.21
H 0.8608 -2.4652 -2.3474 0.1 -0.8 0.6 0.22
H 2.7492 1.2976 -0.1305 -0.3 -0.3 0.1 0.23
H -0.0972 -1.3834 -3.3403 0.9 0.1 0.1 0.25
H -2.9404 0.1331 -3.0939 0.1 0.2 0.4 0.22
H 2.6218 -1.3682 1.4079 0.1 0.3 0.0 0.24
H -3.6117 1.4981 2.4701 -0.5 0.2 -0.2 0.20
H 2.6541 -1.3315 -1.0430 0.2 -0.1 0.4 0.42
H 5.2562 0.9776 1.6003 0.3 0.2 0.0 0.40
H -1.5792 0.2185 3.0107 0.7 0.5 0.3 0.19
H -2.6282 -1.6642 1.2740 -0.1 -0.1 -0.4 0.49
H -0.0813 -0.7734 0.2616 -0.2 0.0 -0.2 0.41
H -3.9130 0.0150 3.3841 0.2 0.2 -0.7 0.22
H 3.1434 0.2123 2.0707 -0.2 0.1 0.4 0.23
H 1.7189 -1.5551 -3.5712 -0.3 -0.3 -0.4 0.23

=====

40
Properties=species:S:1:pos:R:3:forces:R:3:nbo_charge:R:1 method="wB97M-V/def2-TZVPD" total_charge=-1 multiplicity=1 e_tot_ev=-47178.159 e_homo_ev=-5.39
S 0.7210 -0.2635 -1.2745 1.3 0.8 1.2 2.38
S 4.2856 -1.1023 1.8003 -1.0 0.2 -0.2 2.37
O 0.1976 -1.3134 -0.4170 -0.7 -0.1 0.0 -1.04
O 4.8931 -1.9976 0.8585 0.4 0.0 0.2 -0.95
O 3.9629 -1.9409 3.1439 -0.1 0.0 0.0 -0.72
O 1.6884 -0.7327 -2.2446 -0.3 -0.2 -0.8 -1.02
O 1.3172 0.8494 -0.4717 -1.3 -0.3 -1.1 -1.05
O 4.9542 0.1097 2.1831 0.3 -0.1 0.0 -0.96
N -4.4422 1.2017 -1.6078 0.8 0.5 0.7 -0.33
C -6.3018 -0.0093 -1.3680 0.8 0.2 -0.4 -0.32
C -3.5380 2.3049 -1.2762 -0.1 0.7 -1.2 -0.19
C -1.0099 1.8476 -1.6000 -0.7 0.0 -0.6 -0.39
C -0.6980 0.4565 -2.1702 0.8 0.8 0.4 -0.68
C -5.5079 -0.5009 -2.4481 -1.5 -1.3 -0.3 -0.31
C 5.0268 -2.6882 3.7339 0.4 -0.1 0.2 -0.07
C -4.3768 0.2387 -2.5731 0.1 0.2 0.0 -0.07
C -2.3182 2.4443 -2.2072 0.7 0.3 1.1 -0.42
C 2.6372 -0.7471 1.3259 0.4 -0.4 0.1 -0.92
C 5.9900 -1.8042 4.5063 0.1 0.2 -0.1 -0.64
C -5.5716 1.0414 -0.8873 -0.8 0.3 0.8 -0.06
H -0.1993 2.5462 -1.8180 0.1 -0.3 0.0 0.22
H -2.1281 3.5223 -2.2903 -0.2 -0.1 -0.1 0.21
H 2.6142 -0.1196 0.4196 0.3 -0.2 0.5 0.33
H 5.5500 -3.2693 2.9707 -0.1 0.1 -0.1 0.19
H 4.5578 -3.3979 4.4163 -0.2 0.1 -0.1 0.18
H -2.5122 2.0929 -3.2243 -0.1 -0.1 0.2 0.21
H 2.1377 -0.2350 2.1437 0.0 0.1 0.0 0.24
H -3.5713 0.1409 -3.2813 0.0 0.1 0.2 0.22
H -7.2553 -0.3495 -0.9984 0.1 -0.1 -0.1 0.22
H -0.3444 0.6014 -3.1955 -0.3 -0.4 0.0 0.22
H -1.0837 1.8168 -0.5092 0.0 -0.1 -0.1 0.22
H 5.4494 -1.1723 5.2118 0.0 -0.1 0.0 0.21
H -3.2415 2.2942 -0.2238 0.1 -0.4 -0.2 0.21
H -4.1237 3.2280 -1.4002 -0.1 -0.2 0.1 0.19
H -5.8162 -1.3383 -3.0623 0.3 0.1 0.0 0.21
H 6.5406 -1.1450 3.8360 0.0 0.0 0.0 0.23
H -1.5555 -0.2133 -2.0936 0.2 -0.1 -0.1 0.23
H 6.7123 -2.4140 5.0534 -0.1 -0.1 0.0 0.20
H -5.7843 1.7053 -0.0586 0.1 0.0 -0.1 0.20
H 2.1439 -1.6879 1.0975 0.0 0.0 0.0 0.27